Density functional theory data (ωB97M-V/def2-TZVPD) for C5H20FN10O5Sn as an isolated structure at a distorted geometry.

Computed properties:
Charge ... +1
HOMO level ... -11.1 eV
Electronic energy ... -39183.279 eV
Multiplicity ... 1
Lowest unoccupied orbital energy ... -9.510 eV

```
42
Properties=species:S:1:pos:R:3:forces:R:3:lowdin_charge:R:1
H -0.045674 1.959678 -1.985352 -1.2095 -0.5325 -0.3277 0.1033
N 3.036146 1.997738 3.016058 3.3229 -1.4777 -2.9232 0.1695
H 2.559806 1.587218 2.225688 0.0866 0.2621 0.3246 0.1086
N -2.687834 -4.406602 4.580108 -2.6645 -3.2072 2.3136 0.1469
C 4.483026 -1.043332 -5.291912 -0.7219 -0.7610 2.5972 -0.7521
N 5.177576 -0.648242 -6.309882 1.8627 0.9106 -3.3926 0.1691
H -7.273564 -0.574152 0.445438 -0.1675 -0.0425 -0.2964 0.1161
H 4.046036 2.012108 3.020788 -0.2038 -0.2222 -0.1735 0.1202
H -1.575534 2.665898 -2.711142 0.2482 -0.7069 0.2349 0.1279
N -0.630004 2.694758 -2.357242 -1.8094 -1.4035 -0.3202 0.1678
N -1.678454 -2.741902 3.925238 3.5993 6.6220 0.3674 0.1658
H -3.598484 -0.488172 -0.476402 0.3655 -0.6425 0.1615 0.1265
H 0.671616 2.760528 4.778888 -0.2078 0.2254 -0.4332 0.1163
N -4.388684 -1.040292 -0.175002 6.9842 -2.3813 -0.0476 0.1600
C 0.006146 3.839378 -2.500722 -2.7450 2.5806 -1.6613 -0.7698
H 3.785596 0.921588 -4.816392 0.3797 -0.3665 -0.2699 0.1068
H -3.246684 -5.071542 4.064708 -0.6195 -0.3911 0.9734 0.1235
N 1.165746 3.757808 -1.970342 6.0813 0.5385 2.3396 0.1553
N 1.168876 2.729188 3.900338 -3.3411 0.1587 -0.5276 0.1447
O -5.518894 0.741388 -0.680832 -0.5242 1.1759 0.2841 0.0473
H -3.160924 -3.634732 5.027878 -0.6438 -0.8371 0.1310 0.1133
N 3.912366 -0.051532 -4.577502 -1.3563 0.7704 1.4584 0.1490
H -4.280944 -1.903232 0.338648 0.2368 0.3608 -0.2519 0.1170
N -6.442744 -1.106152 0.229058 -5.5748 -0.6151 2.0139 0.1545
C 2.463676 2.520198 4.052148 -1.4215 1.0637 2.7126 -0.7962
H -1.728184 -2.553892 4.916338 0.3182 0.8497 -0.2310 0.1259
H 4.981536 0.234578 -6.759652 0.4066 -0.2182 0.1127 0.1202
H 0.692736 2.487688 3.042978 -0.1565 0.0609 0.3872 0.0997
H -6.425194 -1.927892 0.816028 0.7621 0.1565 -0.2594 0.1077
H 1.770906 4.565548 -1.932292 -0.3031 -0.1039 -0.1270 0.1285
H -0.927264 -2.290942 3.422788 -0.0285 0.3408 0.1581 0.1283
H 5.880436 -1.268122 -6.686482 -0.4848 0.1137 -0.2198 0.1266
O 2.930426 2.823388 5.129838 1.8929 -0.1159 0.5814 0.0382
F 1.533046 -0.739682 -0.413372 0.2837 -0.6165 0.0058 -0.5190
O 4.448066 -2.202542 -4.893862 0.0778 -0.5683 0.2692 -0.0083
C -1.834234 -3.975382 3.692208 -1.1752 -3.2114 -3.4281 -0.8144
H 1.461176 2.971178 -1.409952 -0.0923 0.2870 -0.1501 0.1085
H 3.582256 -0.318132 -3.660962 -0.2339 0.0159 -0.3701 0.1019
O -0.418854 4.873708 -3.028162 -0.1474 -0.7528 0.0439 0.0418
Sn 3.123006 -5.193062 -0.502692 -0.3549 0.8654 -0.1059 1.4381
C -5.446314 -0.354692 -0.162902 -2.0523 1.9705 -1.6000 -0.8290
O -1.571754 -4.609352 2.677878 1.3310 -0.1551 -0.3540 0.0138
```
Forces are in eV/Å.